(1)
Density functional theory data (wB97M-V/def2-TZVPD) for a structure of composition C51H63GeINO8PS2Si3Ti in a non-equilibrium geometry.

Geometry as XYZ:
```
132
Properties=species:S:1:pos:R:3:forces:R:3:mulliken_charge:R:1
Ti 0.15142 -0.87804 -0.01498 -1.7 2.7 -0.1 -2.01
C -2.57377 2.39503 -0.74087 0.1 -0.3 0.1 -0.88
O -2.04053 1.13740 -0.31263 -0.1 0.6 -0.1 -0.20
Si -2.79530 0.15031 0.78446 -0.5 -0.2 -0.7 0.39
C -2.69770 0.77195 2.52728 0.3 -0.2 0.4 -1.05
C -4.66155 0.30238 0.50099 -0.3 -0.1 -0.2 -1.19
C -2.08811 -1.48286 0.22322 1.0 0.1 0.4 2.81
Si -2.30224 -2.80232 1.51730 -0.3 -0.1 0.2 0.29
C -1.76134 -4.53399 1.00275 0.1 -0.1 -0.2 -1.15
C -1.48442 -2.49164 3.16492 0.2 0.1 0.1 -0.57
C -4.10686 -3.04509 2.04930 -0.2 0.0 0.0 -1.18
Si -2.85838 -2.00072 -1.39191 -0.5 0.0 -0.2 -0.32
C -3.14753 -0.58302 -2.59187 0.1 0.2 -0.1 0.18
C -4.61177 -2.69524 -1.15608 -0.2 -0.1 0.2 -1.24
C -2.07184 -3.37040 -2.41136 0.4 -0.2 0.0 0.18
H -3.66509 2.33253 -0.84535 0.1 0.0 0.0 0.44
H -2.13893 2.64122 -1.70812 0.0 0.0 0.0 -0.11
H -2.31410 3.19272 -0.04538 0.0 0.0 0.0 0.23
H -2.92287 1.84345 2.50818 -0.1 0.0 0.0 0.35
H -1.72945 0.64007 3.00178 0.0 0.0 0.0 0.21
H -3.45310 0.26994 3.14538 0.0 0.1 -0.1 0.28
H -5.01107 1.27876 0.85864 0.0 -0.1 0.0 0.40
H -5.18942 -0.46602 1.07875 0.0 0.2 -0.1 0.38
H -4.96286 0.19205 -0.54653 0.0 0.1 0.2 0.32
H -0.67904 -4.60096 0.84327 -0.1 -0.1 0.0 0.16
H -2.25843 -4.87183 0.08769 0.0 0.0 0.2 0.28
H -2.02202 -5.23320 1.80591 0.0 0.1 0.0 0.49
H -0.45164 -2.18820 3.04660 0.1 0.0 0.1 -0.42
H -1.50116 -3.41098 3.76270 -0.1 0.1 -0.1 0.54
H -1.98949 -1.69777 3.72475 0.1 -0.1 0.0 0.24
H -4.71044 -3.58826 1.31470 0.1 0.1 0.2 0.29
H -4.59698 -2.08275 2.24353 0.1 -0.2 0.0 0.24
H -4.11311 -3.61614 2.98859 0.0 0.1 -0.1 0.42
H -4.06222 -0.03459 -2.34291 0.1 0.0 -0.1 0.53
H -3.24935 -0.98148 -3.60730 0.0 0.0 0.1 0.65
H -2.32178 0.13100 -2.57061 -0.1 -0.1 0.0 -1.39
H -5.18760 -2.13084 -0.41598 0.0 -0.1 -0.2 0.32
H -4.59646 -3.74772 -0.84116 0.0 0.2 -0.1 0.26
H -5.13895 -2.63904 -2.11799 0.1 0.0 0.1 0.37
H -1.10872 -3.07729 -2.83096 -0.2 -0.1 0.0 -0.72
H -2.75204 -3.59796 -3.24044 0.0 0.0 0.1 0.47
H -1.92224 -4.28804 -1.82896 0.0 0.1 -0.1 0.29
O 3.14215 -1.63251 -1.13045 -0.2 0.7 0.4 -0.71
N 3.15678 -0.47908 -0.65339 -0.2 0.1 -0.2 0.84
O 4.16165 0.20997 -0.61513 -0.3 -0.2 -0.1 -0.66
O 2.05386 0.04329 -0.19459 0.6 -0.9 -0.2 0.56
S 1.57069 5.76010 1.42222 0.0 0.0 -0.1 -0.63
P 1.30581 4.83323 -0.32069 -0.1 0.0 -0.1 1.50
S 0.62526 2.97906 -0.38936 -0.3 0.3 -0.1 -0.77
C 2.92008 4.86255 -1.19806 0.1 0.0 0.1 0.44
C 3.66263 3.68906 -1.29466 0.1 0.0 -0.1 1.13
C 4.94285 3.71127 -1.84436 -0.1 0.0 0.0 -1.04
C 5.48090 4.90508 -2.30889 -0.1 0.0 0.0 -0.55
C 4.74138 6.08141 -2.21199 -0.1 0.0 0.0 -0.64
C 3.47050 6.06040 -1.65034 0.1 -0.1 -0.1 -0.73
C 0.23769 5.90325 -1.39455 -0.2 0.0 0.1 -0.15
C 0.07165 7.25997 -1.11856 -0.1 0.1 -0.1 -0.62
C -0.81536 8.03035 -1.86567 0.1 -0.1 0.0 -0.68
C -1.55856 7.44785 -2.88747 0.1 0.0 0.0 -0.83
C -1.39873 6.09631 -3.17047 0.0 0.1 0.1 -0.64
C -0.50662 5.32896 -2.42681 0.0 0.0 0.2 1.07
H 3.22952 2.75618 -0.94378 0.0 0.1 -0.1 -0.66
H 5.51337 2.78996 -1.90739 -0.1 0.0 0.0 0.51
H 6.47111 4.92059 -2.75426 0.0 0.0 0.1 0.35
H 5.16144 7.01614 -2.57086 0.0 0.0 0.0 0.37
H 2.90016 6.97852 -1.55744 0.0 0.0 0.0 0.36
H 0.62275 7.69423 -0.29252 0.0 0.0 0.0 0.36
H -0.93493 9.08716 -1.64795 0.0 -0.1 0.0 0.36
H -2.26384 8.04709 -3.45712 0.0 0.0 0.0 0.35
H -1.96765 5.63052 -3.96984 0.0 0.1 0.2 0.42
H -0.38547 4.26742 -2.62821 -0.2 0.3 0.2 -0.45
C 6.64993 -0.68072 2.60734 -0.1 0.0 -0.1 -1.55
C 5.15262 -0.51979 2.69960 0.0 0.0 0.1 0.65
C 4.34057 -1.54818 3.16273 0.0 -0.1 0.0 -0.96
C 2.95777 -1.41383 3.24383 -0.1 0.0 0.1 0.73
C 2.16373 -2.53544 3.87362 0.0 0.1 -0.1 -1.36
C 2.36772 -0.21898 2.80545 0.0 -0.1 -0.3 0.26
C 3.16998 0.85632 2.42082 0.0 0.2 -0.1 1.19
C 2.60500 2.21872 2.11681 0.1 -0.2 0.2 -1.06
C 4.54985 0.68009 2.36405 0.1 0.1 0.0 -0.56
C 0.86136 -0.04223 2.81887 0.4 0.1 -0.5 -0.22
O 0.31185 0.12569 3.87435 -0.6 0.1 0.3 -0.64
O 0.19139 -0.05337 1.64550 0.6 0.1 0.9 0.22
H 6.96353 -1.67061 2.94481 0.0 0.0 0.0 0.37
H 7.15962 0.06681 3.21985 0.0 0.0 0.0 0.34
H 6.98780 -0.54683 1.57550 0.0 0.0 0.1 0.30
H 4.79541 -2.48741 3.47585 0.0 0.1 0.0 0.19
H 2.83607 -3.22954 4.38088 0.0 0.0 0.0 0.49
H 1.59247 -3.09546 3.13396 -0.1 0.0 -0.1 0.02
H 1.45774 -2.13850 4.60491 0.0 0.0 0.0 0.35
H 1.52106 2.23336 2.03714 0.1 0.0 0.0 0.11
H 2.99899 2.60167 1.17755 0.0 0.0 0.1 -0.32
H 2.89227 2.91996 2.90418 0.0 0.0 0.0 0.43
H 5.16226 1.51190 2.02154 -0.1 -0.1 0.0 0.38
Ge 0.39224 0.15525 -2.57791 0.4 -0.1 -0.5 2.35
C -0.07728 1.76859 -3.66458 -0.4 0.1 0.2 1.05
C -1.31426 2.04929 -4.25433 0.1 0.1 0.0 0.29
C -1.50505 3.18870 -5.03892 0.2 0.0 0.0 -0.96
C -0.46153 4.08442 -5.23591 0.1 -0.4 -0.2 -0.67
C 0.77214 3.83205 -4.64185 0.0 -0.2 -0.3 -0.65
C 0.95528 2.69083 -3.86944 0.0 -0.1 -0.2 -1.02
C 0.29173 -1.27663 -3.99830 -0.1 0.0 0.0 -0.86
C 1.31087 -2.23664 -4.04181 -0.1 -0.1 -0.1 0.39
C 1.33340 -3.22888 -5.01935 -0.1 0.0 0.0 -0.58
C 0.32976 -3.28794 -5.98332 0.0 0.1 0.1 -0.62
C -0.68707 -2.34054 -5.96152 0.0 0.0 0.1 -0.81
C -0.70072 -1.35156 -4.97931 0.1 0.0 0.0 -0.12
H 1.91438 0.39258 -2.77533 0.1 -0.1 0.3 -0.46
H -2.15879 1.38324 -4.10550 0.1 0.1 0.0 -0.17
H -2.47620 3.37840 -5.48686 0.0 0.0 0.0 0.41
H -0.61371 4.98116 -5.82861 0.0 -0.1 0.0 0.36
H 1.58960 4.53599 -4.76131 0.0 0.0 0.0 0.39
H 1.91853 2.51799 -3.40256 0.0 0.0 0.0 0.27
H 2.09837 -2.20811 -3.29392 0.0 0.0 -0.1 0.30
H 2.13859 -3.95896 -5.03255 0.0 0.1 0.0 0.45
H 0.33970 -4.06600 -6.74018 0.0 0.0 0.0 0.35
H -1.47484 -2.37194 -6.70873 0.0 0.0 0.0 0.40
H -1.50258 -0.61976 -4.99043 0.1 0.0 0.0 0.19
I 4.05497 -8.48796 -0.99263 0.0 0.0 0.0 0.04
C 3.08058 -6.64892 -0.78186 0.1 0.0 0.0 -0.12
C 3.52309 -5.75756 0.18299 0.0 0.2 0.1 -0.79
C 2.85581 -4.54815 0.32810 0.4 -0.1 0.4 -0.38
C 1.78611 -4.25236 -0.49342 -0.1 0.3 0.3 -0.15
C 1.38442 -5.12332 -1.47999 -0.3 -0.3 -0.5 -0.14
C 2.02696 -6.34603 -1.62511 -0.2 0.1 -0.1 -0.85
C 1.06031 -2.98838 -0.28439 0.6 -0.3 0.4 0.64
O 0.31032 -2.48019 -1.14278 0.0 -0.9 -1.4 0.95
O 1.14144 -2.33275 0.80547 0.6 -1.3 0.7 -0.72
H 4.37555 -5.99306 0.80500 0.0 0.0 0.0 0.43
H 3.17843 -3.81104 1.05988 -0.1 -0.1 -0.1 0.39
H 0.55581 -4.84264 -2.12582 0.1 -0.1 0.0 0.20
H 1.70822 -7.04706 -2.38422 0.0 0.0 0.0 0.40
```
Positions in Å, forces in eV/Å.

Computed properties:
- Energy relative to the best compared isomer or geometry (same formula, charge and spin): 41.7 kcal per mole
- Total charge: -2
- Energy: -214111.7750 eV

(2)
Density functional theory data (wB97M-V/def2-TZVPD) for a structure of composition C17H17MoN9S2.

Geometry as XYZ:
```
46
Properties=species:S:1:pos:R:3:forces:R:3:mulliken_spin:R:1
Mo -0.05793 -0.12522 -0.02515 0.0 0.0 0.4 2.93
S -7.62640 0.08159 -0.21543 0.0 0.0 0.0 0.00
N -6.62984 -1.17798 -0.18547 0.0 0.0 0.0 0.00
C -5.39835 -0.69202 -0.14628 0.0 0.0 0.0 0.00
C -4.18416 -1.47754 -0.11364 0.1 0.0 0.0 0.00
C -4.13765 -2.87792 -0.11739 0.0 0.0 0.0 0.03
C -2.91062 -3.50888 -0.08581 0.0 0.0 0.0 -0.02
C -1.74996 -2.74436 -0.05239 0.0 0.0 0.0 0.00
N -1.77833 -1.40947 -0.04925 0.0 0.1 0.0 -0.04
C -2.98035 -0.77742 -0.08070 -0.1 -0.1 0.0 -0.01
C -2.93832 0.66775 -0.07792 -0.1 0.1 0.0 0.02
N -1.70222 1.23167 -0.04543 0.0 -0.1 0.0 -0.04
C -1.59677 2.56322 -0.04012 0.0 0.0 0.0 0.02
C -2.71154 3.39236 -0.06587 0.0 0.0 0.0 -0.01
C -3.97261 2.83235 -0.10043 0.0 0.0 0.0 0.04
C -4.09924 1.43711 -0.10687 0.1 0.0 0.0 0.00
C -5.35707 0.72350 -0.14358 0.0 0.0 0.1 0.00
N -6.55824 1.28074 -0.17180 0.0 0.0 -0.1 0.00
H -5.06157 -3.44212 -0.14616 0.0 0.0 0.0 0.00
H -2.83368 -4.58687 -0.08910 0.0 0.0 0.0 0.00
H -0.77392 -3.21483 -0.03050 0.0 0.0 0.0 0.01
H -0.59492 2.97551 -0.01822 0.0 0.0 0.0 0.01
H -2.57326 4.46417 -0.06160 0.0 0.0 0.0 0.00
H -4.86302 3.44834 -0.12447 0.0 0.0 0.0 0.00
C -0.29788 -0.39027 4.84268 0.0 0.0 0.0 0.00
N 1.03387 -0.24626 4.24069 0.0 0.0 0.0 0.03
C 2.20081 -0.11727 5.13063 0.0 0.0 0.0 0.00
C 1.14164 -0.17273 2.92273 0.0 0.0 0.0 0.01
N 0.11362 -0.20862 2.09399 0.0 0.0 -0.2 -0.01
N 2.43297 -0.05417 2.42606 0.0 0.0 0.0 0.00
C 2.86663 0.01684 1.13408 0.0 0.0 0.0 0.01
N 4.17945 0.11090 0.97137 0.0 0.0 0.0 0.00
N 2.03275 -0.01146 0.10229 -0.1 0.0 0.0 0.01
H -0.18054 -0.57470 5.90442 0.0 0.0 0.0 0.00
H -0.81898 -1.25156 4.42154 0.0 0.0 0.0 0.00
H -0.88679 0.51920 4.70978 0.0 0.0 0.0 0.00
H 1.85866 -0.18533 6.15684 0.0 0.0 0.0 0.00
H 2.68289 0.85441 5.00996 0.0 0.0 0.0 0.00
H 2.90673 -0.93494 4.97242 0.0 0.0 0.0 0.00
H -0.76098 -0.27774 2.60002 0.0 0.0 0.0 0.04
H 3.15728 -0.02291 3.12857 0.0 0.0 0.0 0.00
H 4.82709 0.11429 1.74494 0.0 0.0 0.0 0.00
H 4.58720 0.19099 0.05236 0.0 0.0 0.0 0.00
H 2.54574 0.03412 -0.77150 0.0 0.0 0.0 0.02
S 0.05873 -0.13562 -3.66832 0.0 0.0 0.2 0.23
C 0.01878 -0.12412 -2.17037 0.0 0.0 -0.4 -0.25
```
Positions in Å, forces in eV/Å.

Computed properties:
- Total charge: +3
- 2S+1: 4
- Energy: -54818.5367 eV

(3)
Density functional theory data (wB97M-V/def2-TZVPD) for an isolated molecule of C5H7NO in a non-equilibrium geometry.

Geometry as XYZ:
```
14
Properties=species:S:1:pos:R:3:forces:R:3:mulliken_charge:R:1
C -1.55990 -0.76144 -0.76363 0.1 -0.2 0.1 -1.12
C 0.24078 0.87169 0.06159 0.6 -1.4 2.0 0.46
C -1.15203 0.32537 0.17952 -1.3 1.4 -0.6 0.69
C 1.20440 -0.27140 0.35145 0.8 0.9 -0.7 -0.16
C 2.48283 -0.15822 0.00737 -0.2 0.0 0.1 -0.69
N -2.00214 0.81357 0.98217 -0.2 -0.3 0.1 -0.70
O 0.55361 2.03478 0.05288 -0.2 -0.1 -0.6 -0.52
H -1.66787 1.60018 1.53697 0.4 0.0 -0.2 0.25
H 0.84056 -1.16061 0.84658 -0.2 0.0 -0.1 0.29
H -2.64459 -0.81926 -0.79411 0.0 0.0 0.1 0.34
H -1.16216 -1.71709 -0.42638 0.0 -0.2 -0.1 0.29
H -1.17812 -0.57006 -1.76521 0.1 0.0 -0.1 0.34
H 3.21002 -0.92835 0.20617 0.1 -0.2 0.0 0.27
H 2.83462 0.74084 -0.47536 0.0 0.1 -0.1 0.26
```
Positions in Å, forces in eV/Å.

Computed properties:
- Energy relative to the best compared isomer or geometry (same formula, charge and spin): 38.2 kcal per mole
- Energy: -8834.5479 eV

(4)
Density functional theory data (wB97M-V/def2-TZVPD) for a structure of composition C53H45CsN4S5Sb2.

Geometry as XYZ:
```
110
Properties=species:S:1:pos:R:3:forces:R:3:mulliken_charge:R:1
Cs 1.71444 0.69125 1.57123 -0.6 0.0 -0.2 1.07
C -2.84915 -1.98275 5.35114 0.0 0.0 0.0 -0.66
C -2.00214 -2.16761 4.25880 0.0 0.0 0.0 -0.26
C -1.11000 -1.18120 3.88992 0.0 0.0 0.0 0.40
C -1.02216 0.03816 4.59195 0.0 0.0 -0.1 -0.51
C -1.87879 0.21033 5.69932 0.0 0.0 0.0 -0.50
C -2.76907 -0.78663 6.05846 0.0 0.0 0.0 -0.56
N -0.11424 0.96330 4.12907 0.2 0.0 0.1 0.45
N -0.10126 2.08273 4.82748 -0.1 -0.1 -0.1 -0.75
C 0.84554 2.98430 4.44024 -0.1 0.1 0.1 -0.19
C 0.73844 4.29075 4.98240 0.0 0.0 0.0 -0.37
C 1.64885 5.25154 4.63287 0.0 0.0 0.0 -0.34
C 2.68855 4.92571 3.75065 0.0 0.0 0.0 -0.72
C 2.72858 3.62997 3.27840 0.0 0.0 0.0 -0.25
N 1.85397 2.67709 3.59947 0.1 0.2 0.1 0.01
H -3.55357 -2.75213 5.64280 0.0 0.0 0.0 0.35
H -2.03885 -3.09221 3.69089 0.0 0.0 0.0 0.37
H -0.45691 -1.32728 3.03778 0.0 0.0 0.0 0.13
H -1.82707 1.13939 6.24793 0.0 0.0 0.0 0.40
H -3.42167 -0.62608 6.91091 0.0 0.0 0.0 0.34
H -0.08833 4.49561 5.64946 0.0 0.0 0.0 0.40
H 1.55771 6.25739 5.02754 0.0 0.0 0.0 0.34
H 3.42272 5.65137 3.43032 0.0 0.0 0.0 0.40
H 3.52282 3.33095 2.59349 0.0 0.0 0.0 0.36
C 0.77837 -2.54383 -1.06883 -0.3 0.0 0.1 -0.37
C -0.03518 -3.53122 -0.23328 0.0 0.0 0.0 -0.76
C -1.53495 -3.24488 -0.34720 0.0 0.0 0.0 -1.37
Sb -1.95147 -1.16095 0.13574 0.0 0.0 0.0 0.68
C -1.77441 -0.45435 -1.88111 0.0 0.0 0.0 0.91
C -0.98639 0.67096 -2.11091 0.1 0.1 -0.1 -0.87
C -0.77516 1.12950 -3.40888 0.0 0.0 0.0 -0.68
C -1.34562 0.46619 -4.48431 0.0 0.0 0.0 -0.44
C -2.14018 -0.65313 -4.26286 0.0 0.0 0.0 -0.86
C -2.35335 -1.10626 -2.96898 0.0 0.0 0.0 -0.75
C -4.07641 -1.42286 0.11217 0.0 0.0 0.0 0.64
C -4.89966 -0.58527 -0.63564 0.0 0.0 0.0 -0.45
C -6.28005 -0.72695 -0.59421 0.0 0.0 0.0 -0.71
C -6.85912 -1.70572 0.20108 0.0 0.0 0.0 -0.48
C -6.05011 -2.53719 0.96287 0.0 0.0 0.0 -0.62
C -4.66987 -2.39094 0.91919 0.0 0.0 0.0 -0.43
Sb 2.88563 -2.96550 -1.14872 0.2 0.1 0.1 1.11
C 2.53727 -4.86440 -2.12213 -0.1 0.0 -0.1 -0.18
C 2.96624 -6.03916 -1.51103 0.0 0.0 0.0 -0.52
C 2.71675 -7.28138 -2.08522 0.0 0.0 0.0 -0.49
C 2.03041 -7.36261 -3.28690 0.0 0.0 0.0 -0.35
C 1.59817 -6.19882 -3.91153 0.0 0.0 0.0 -0.68
C 1.85201 -4.96363 -3.33291 0.0 0.0 0.0 0.03
C 3.16050 -1.92443 -3.00215 0.0 0.0 0.0 -0.38
C 2.32341 -0.88316 -3.39365 0.0 0.0 0.0 0.48
C 2.54009 -0.20878 -4.58889 0.0 0.0 0.0 -0.41
C 3.59795 -0.56936 -5.40953 0.0 0.0 0.0 -0.53
C 4.44090 -1.60527 -5.02864 0.0 0.0 0.0 -0.62
C 4.22366 -2.27236 -3.83200 0.0 0.0 0.0 -0.52
H 0.59825 -1.54193 -0.65824 0.3 0.0 -0.2 -0.02
H 0.42181 -2.52638 -2.10218 0.0 0.0 0.0 0.34
H 0.26768 -3.44846 0.81722 0.0 0.0 0.0 0.27
H 0.18556 -4.56115 -0.53523 0.0 0.0 0.0 0.45
H -2.11563 -3.86894 0.33656 0.0 0.0 0.0 0.55
H -1.88872 -3.45258 -1.36011 0.0 0.0 0.0 0.53
H -0.53607 1.22197 -1.28357 -0.1 0.0 0.0 0.59
H -0.16388 2.01182 -3.56299 0.0 0.0 0.0 0.61
H -1.17785 0.82062 -5.49498 0.0 0.0 0.0 0.38
H -2.59283 -1.17191 -5.10019 0.0 0.0 0.0 0.37
H -2.98214 -1.97623 -2.80796 0.0 0.0 0.0 0.36
H -4.46420 0.19829 -1.24410 0.0 0.0 0.0 0.42
H -6.90255 -0.05881 -1.17761 0.0 0.0 0.0 0.39
H -7.93690 -1.81260 0.23679 0.0 0.0 0.0 0.35
H -6.49168 -3.29446 1.60000 0.0 0.0 0.0 0.39
H -4.05553 -3.03596 1.53922 0.0 0.0 0.0 0.17
H 3.50345 -5.99097 -0.56921 0.0 0.0 0.0 0.34
H 3.05882 -8.18304 -1.59090 0.0 0.0 0.0 0.37
H 1.83190 -8.32782 -3.73726 0.0 0.0 0.0 0.35
H 1.06155 -6.25372 -4.85144 0.0 0.0 0.0 0.37
H 1.51683 -4.06213 -3.83626 0.0 0.0 0.0 0.34
H 1.49007 -0.57350 -2.77411 0.0 0.0 0.0 0.09
H 1.87626 0.59995 -4.86872 0.0 0.0 0.0 0.35
H 3.77083 -0.04038 -6.33900 0.0 0.0 0.0 0.36
H 5.27450 -1.88883 -5.66036 0.0 0.0 0.0 0.35
H 4.89535 -3.07607 -3.54688 0.0 0.0 0.0 0.37
S 8.78483 2.62541 2.25692 0.0 0.0 0.0 -0.31
C 7.43303 1.76867 1.84940 0.1 0.0 0.0 0.08
S 6.59058 1.96526 0.36264 0.0 0.1 0.0 -0.06
C 5.34135 0.74291 0.56490 0.0 -0.1 0.1 -0.16
C 5.40571 0.04698 1.79974 0.0 0.0 -0.1 0.00
S 4.42674 -1.19226 2.34011 0.2 -0.1 0.0 -0.18
S 6.72347 0.56269 2.84701 0.0 0.0 0.1 -0.14
S 4.27869 0.51861 -0.70814 0.1 0.0 -0.1 -0.06
C -4.70440 2.54067 0.56970 0.0 0.0 0.0 -0.68
C -4.10953 3.33990 -0.39971 0.0 0.0 0.0 -0.77
C -2.73206 3.46258 -0.48526 0.0 0.0 -0.1 0.27
C -1.87246 2.78391 0.40671 0.1 0.0 0.1 -0.88
C -2.49957 1.97384 1.38103 0.0 0.0 0.0 -0.91
C -3.87678 1.85771 1.45748 0.0 0.0 0.0 0.08
N -0.50604 2.78331 0.31382 -0.1 -0.1 0.0 0.28
C 0.16318 3.91383 -0.02278 0.0 0.0 0.1 -0.37
C -0.28063 5.24038 0.22043 0.0 0.0 0.0 -0.25
C 0.53540 6.32862 -0.02617 0.0 0.0 0.0 -0.55
C 1.82528 6.18241 -0.53117 0.0 0.0 0.0 -0.66
C 2.27851 4.89249 -0.79338 0.0 0.0 0.0 -0.64
C 1.46633 3.79916 -0.56351 0.1 -0.2 0.0 -0.31
H -5.78189 2.44390 0.62742 0.0 0.0 0.0 0.37
H -4.73044 3.87407 -1.11318 0.0 0.0 0.0 0.30
H -2.29532 4.08186 -1.26063 0.0 0.0 0.0 0.51
H -1.86551 1.46998 2.10291 0.0 0.0 0.0 0.90
H -4.30613 1.22658 2.22874 0.0 0.0 0.0 0.42
H -1.26255 5.39628 0.64975 0.0 0.0 0.0 0.37
H 0.16026 7.32226 0.20127 0.0 0.0 0.0 0.32
H 2.45768 7.04438 -0.70430 0.0 0.0 0.0 0.36
H 3.27691 4.73014 -1.18589 0.0 0.0 0.0 0.43
H 1.82264 2.79850 -0.78840 0.1 0.0 0.0 0.54
```
Positions in Å, forces in eV/Å.

Computed properties:
- Energy relative to the best compared isomer or geometry (same formula, charge and spin): 6.1 kcal per mole
- Total charge: -2
- Energy: -129451.6889 eV